This record from OMol25 describes a structure of composition C5H5FO4Y. The level of theory is wB97M-V/def2-TZVPD.

```
! RIJCOSX wB97M-V def2-TZVPD def2/J DEFGRID3
* xyz 2 2
C -0.6800 -0.2976 0.2738
C -0.0022 -0.9018 -0.9657
O -1.0847 -1.4877 -1.6663
C -2.2238 -0.8758 -1.3090
O -2.0259 -0.1183 -0.2253
O -3.2590 -0.9753 -1.9007
O -0.1895 0.7775 0.8013
F -0.8142 -1.2949 1.2508
H 1.1090 -1.3774 -0.6721
Y 1.6199 1.6694 1.7378
H 0.4408 -0.1445 -1.6232
C 3.9518 -0.4136 1.6494
C 3.3151 0.1108 0.6186
H 3.9255 -0.4777 2.7408
H 4.8830 -0.9426 1.4097
H 3.4765 0.4687 -0.4021
*
```

Its HOMO energy (alpha / beta) is -16.26 / -16.25 eV. The total energy comes out at -17192.6018 eV. The LUMO energy (alpha / beta) is -11.73 / -12.96 eV. As for the frontier orbital gap (alpha / beta): 4.5 / 3.3 eV. As for the expectation value of S²: 0.758.